Below is a cluster of 10 separate species, C30H86N6O12 in total in a non-equilibrium geometry, with properties calculated with wB97M-V/def2-TZVPD.

Structure (ORCA input):
```
! wB97M-V def2-TZVPD RIJCOSX def2/J DEFGRID3
* xyz 0 1
O -1.0934 2.3082 -5.5003
O -1.3295 -2.6942 -2.6041
O 1.7813 3.8010 -0.9808
O -0.5912 2.6861 -2.5448
O -0.9736 0.9261 1.8163
O 2.1372 1.0779 4.9147
O 3.0733 -3.6566 0.3559
O -2.7451 -4.5828 1.6060
O -2.7538 4.5965 5.5180
O -2.1883 5.1395 2.9470
O -4.9392 1.0336 -0.2984
O 3.5044 0.4456 -4.4732
N 6.3979 -2.0621 0.8375
N -2.8616 -1.0788 2.7959
N -5.5664 2.3057 -2.7717
N 0.4068 0.2747 -3.9878
N 4.5539 -0.2515 4.4210
N 4.8393 1.8718 -1.3789
C -0.7612 -0.6660 -3.9134
C 5.3156 -3.0602 0.9941
C -0.3208 -1.7845 -2.9638
C -2.4339 -2.0909 -1.9755
C -3.7128 1.1382 0.4275
C -2.6310 3.8207 3.2545
C 3.3381 -0.9789 4.8274
C 5.1609 -3.3695 2.4742
C 4.0088 -2.6031 0.3641
C -0.9955 -1.2801 -5.2966
C -2.2972 -2.3061 2.1775
C -0.3712 0.6345 0.5836
C 3.2309 -1.2238 6.3276
C 2.1268 -0.2110 4.3178
C 4.0451 0.8668 -2.1433
C -2.2580 3.5125 4.7007
C 0.8694 1.7096 4.7812
C -4.7876 0.3844 -1.5322
C -3.3468 -3.3961 2.0791
C 4.6286 0.4113 -5.3252
C -1.0816 -2.7180 2.9882
C 3.6043 1.4463 -3.4665
C -2.0581 2.7257 -4.5483
C -5.7414 0.1223 -3.8195
C -5.8460 0.8743 -2.5051
C 1.8492 -3.1672 -0.1048
C 1.5818 3.7815 0.4155
C 2.8884 0.3244 -1.3016
C -1.4405 3.4577 -3.3746
C -3.6969 -5.5619 1.2504
H 1.3018 -0.1381 -4.2411
H -3.1406 0.2096 0.3300
H 0.5172 -2.3305 -3.4024
H -3.0466 -1.5541 -2.7074
H -4.7826 0.3553 -4.2878
H -5.8865 -0.9484 -3.6710
H -2.5600 5.3690 4.9718
H 5.9534 -3.9907 2.8832
H -0.2292 -2.0715 2.7936
H -0.8601 4.2916 -3.7932
H -4.5293 -5.1309 0.6827
H -0.3192 1.4768 -0.1086
H 4.6987 -0.0095 -2.2294
H 2.9516 -0.3049 6.8478
H -1.1673 3.5185 4.7368
H -2.0396 -2.0140 1.1536
H -6.4807 0.4926 -4.5322
H 3.2969 -1.9442 4.3075
H 6.5737 -1.8923 -0.1514
H 6.0373 -1.1652 1.1680
H -4.1611 -3.1258 1.3909
H 5.0324 1.4660 -0.4685
H 1.2065 -0.7228 4.6143
H -1.5852 -2.2039 -5.1956
H -6.8348 0.7280 -2.0559
H 2.4888 -1.9966 6.5461
H 0.9267 3.7618 -1.4254
H -0.0887 -1.5768 -5.8146
H 5.2932 -0.5636 5.0384
H 0.1992 0.8908 -4.7733
H -4.0003 1.2928 1.4630
H -0.2419 1.9166 -3.0354
H 5.6420 -3.9347 0.4204
H -2.2166 3.8645 -2.7236
H -3.0512 1.9293 0.0582
H 0.6698 0.2995 0.7002
H -5.2164 2.7362 -1.9198
H -3.2129 -6.3036 0.6201
H 5.1108 -2.4368 3.0390
H -6.4489 2.7748 -2.9495
H -2.7813 3.4439 -4.9555
H -3.0822 -2.8770 -1.5875
H 0.9349 2.6883 5.2513
H -0.7308 -3.6933 2.6259
H -1.4217 0.1558 2.1960
H 4.3427 2.2010 -3.7617
H -2.8622 -1.1485 3.8073
H 4.5361 -0.4680 -5.9588
H 3.1890 0.1428 -0.2735
H -2.2236 3.0445 2.5979
H 2.0411 -2.5717 -1.0013
H 4.3651 0.7324 4.5796
H 0.7221 1.8516 3.7031
H 4.2050 2.6497 -1.1924
H 4.2056 -3.8994 2.5481
H 0.1391 -1.3146 -2.0734
H -2.3257 5.2573 2.0030
H 4.1620 -1.5486 6.7998
H -4.8649 -0.7058 -1.4034
H -3.7279 3.7955 3.1906
H 2.0007 0.9733 -1.3249
H 4.1578 -2.2878 -0.6756
H -1.6375 -0.6264 -5.8930
H 3.6096 -1.7884 0.9936
H -2.7575 2.5920 4.9811
H -3.8235 -0.9614 2.4918
H -1.4045 -2.9396 4.0062
H -2.1014 -1.4184 -1.1788
H 2.2214 -0.0889 3.2318
H -0.9391 -0.1714 0.1063
H -4.0912 -6.0323 2.1576
H -0.8920 3.0589 -6.0655
H 4.6014 1.2848 -5.9882
H 2.4344 -0.5699 -1.7464
H 2.6404 1.9520 -3.3693
H -3.8328 0.5440 -2.0578
H -1.5435 -0.0237 -3.5223
H 0.0475 1.1248 5.2020
H 5.5547 0.3951 -4.7477
H 0.6873 4.3559 0.6791
H -3.8201 -3.5558 3.0644
H 2.4116 4.2432 0.9490
H 1.0633 -3.9014 -0.2550
H 1.4702 2.7533 0.7740
H 1.4635 -2.4781 0.6673
H -2.6626 1.8819 -4.2200
*
```

Properties
- SMILES: COC[C@H](C)N.COC[C@H](C)N.COC[C@H](C)N.COC[C@H](C)N.COC[C@H](C)N.COC[C@H](C)N.OCCO.OCCO.CO.CO
- LUMO: 0.32 eV
- DFT total energy: -2425.84582 a.u.
- HOMO energy: -9.163 eV